[1]
The following is a quantum chemistry calculation of a single C3H9N3O molecule, from the Open Molecules 2025 dataset.

## Properties
Relative energy (zero: lowest compared OMol25 entry of this formula, charge and spin) = 98.9 kJ/mol
Total charge = 0
SMILES = CCN(N)C(N)=O
Gap between HOMO and LUMO = 10.12 eV

Positions of all 16 atoms, in Å:
1 C 0.6668 -0.4926 1.1574
2 C -0.5352 -0.2037 2.0332
3 N 0.3094 -0.3346 -0.3693
4 C 0.5528 0.9105 -0.8462
5 N -0.5952 -1.2230 -0.9666
6 N -0.0092 1.2289 -2.0685
7 O 1.0768 1.7500 -0.1247
8 H -0.1899 -1.6681 -1.7873
9 H -1.4639 -0.7622 -1.2274
10 H -0.1320 0.4920 -2.7453
11 H 0.3184 2.1059 -2.4412
12 H 1.5210 0.1296 1.4145
13 H 0.9637 -1.5394 1.2082
14 H -0.2837 -0.4007 3.0745
15 H -1.3743 -0.8333 1.7467
16 H -0.8254 0.8406 1.9420

[2]
The following is a quantum chemistry calculation of 2 unconnected molecules or ions with the total composition C3H9N3O, from the Open Molecules 2025 dataset.

## Properties
Relative energy (zero: lowest compared OMol25 entry of this formula, charge and spin) = 364.9 kJ/mol
Total charge = 0
SMILES = [H]/N=N\N(C)C.C=O
Gap between HOMO and LUMO = 10.07 eV

Positions of all 16 atoms, in Å:
1 C 0.4273 -1.4590 1.5618
2 C -0.5042 -0.2533 -1.3609
3 C 1.2442 1.1624 -0.3205
4 N -0.0340 0.4991 -0.2128
5 O -0.3609 -2.2181 1.0818
6 N -0.8356 0.9725 0.7298
7 N -2.0280 0.7114 0.8114
8 H -2.4353 0.1037 0.0752
9 H 0.1752 -0.7752 2.3876
10 H 1.4854 -1.4077 1.2305
11 H -1.2316 0.3335 -1.9421
12 H -0.9683 -1.1901 -1.0294
13 H 0.3536 -0.4823 -1.9948
14 H 1.2476 1.8920 -1.1412
15 H 1.4256 1.6816 0.6179
16 H 2.0388 0.4294 -0.4942

[3]
The following is a quantum chemistry calculation of a single C3H9N3O2 molecule, from the Open Molecules 2025 dataset.

## Properties
Relative energy (zero: lowest compared OMol25 entry of this formula, charge and spin) = 802.2 kJ/mol
Total charge = 0
Gap between HOMO and LUMO (spin up / spin down) = 9.18 / 9.20 eV

Positions of all 17 atoms, in Å:
1 C 0.4456 -0.4711 2.0009
2 C 0.8850 -1.0705 -0.3690
3 C -0.1493 -0.4721 0.5930
4 N -0.4517 0.8403 0.2646
5 N -0.2984 1.5145 -1.9099
6 N -1.1313 0.8078 -1.2182
7 O -0.3652 1.6036 -3.1832
8 O -2.2241 0.3104 -1.3759
9 H 1.4127 -0.2971 1.8676
10 H -0.0708 0.3517 2.5869
11 H 0.2167 -1.4104 2.4859
12 H 1.8838 -0.5693 -0.3261
13 H 0.4165 -0.9495 -1.3287
14 H 0.9946 -2.0970 0.0081
15 H -1.1011 -1.0186 0.4585
16 H -1.0520 1.2483 0.9384
17 H 0.5889 1.6790 -1.4929

[4]
The following is a quantum chemistry calculation of 3 unconnected molecules or ions with the total composition C3H9N3O2, from the Open Molecules 2025 dataset.

## Properties
Relative energy (zero: lowest compared OMol25 entry of this formula, charge and spin) = 737.2 kJ/mol
Total charge = 0
Gap between HOMO and LUMO (spin up / spin down) = 9.26 / 8.68 eV

Positions of all 17 atoms, in Å:
1 C -0.5702 0.7772 -1.1404
2 C 0.2111 0.7692 1.2703
3 C 0.5829 0.5145 -0.2263
4 N 1.6366 0.3819 -0.8591
5 N 3.5887 0.0964 0.0045
6 N -2.7001 -1.6486 -0.2239
7 O 3.5653 -0.9571 0.5201
8 O 4.4476 0.8577 -0.2876
9 H -0.3440 0.8388 -2.2508
10 H -1.2713 -0.0394 -0.9843
11 H -1.0254 1.7114 -0.8681
12 H 0.5601 1.6808 1.5879
13 H 0.6962 -0.0621 1.8215
14 H -0.7735 0.5692 1.4404
15 H -3.2124 -1.0426 0.3013
16 H -3.3616 -2.3548 -0.4877
17 H -2.0300 -2.0924 0.3821